a) Here is a 2-piece molecular cluster, H4N2O overall from OMol25. Energies are from ωB97M-V/def2-TZVPD.

Element x y z (Å)
H (-0.45576, -0.02070, 0.08847)
N (-0.42447, 0.43247, 1.00836)
N (-1.18205, -0.17555, 1.83558)
H (-1.64377, -0.98577, 1.45134)
O (1.08325, 0.09190, -1.78393)
H (0.81780, 0.94111, -1.37710)
H (1.80500, -0.28346, -1.22272)

HOMO level	-9.959	eV
net charge	0
structure (SMILES)	[H]/N=N\[H].O
gap between HOMO and LUMO	10.346	eV

Charges in e, computed with Löwdin, in the same order as the atoms:
1. H 0.014
2. N -0.021
3. N -0.019
4. H 0.027
5. O -0.095
6. H 0.034
7. H 0.059



b) Here is a 2-piece molecular cluster, H4N2O overall from OMol25. Energies are from ωB97M-V/def2-TZVPD.

Element x y z (Å)
H (-1.69584, -1.01771, 0.70135)
N (-1.34065, -0.72819, -0.20419)
N (-1.12651, 0.54265, -0.19137)
H (-1.51312, 1.04057, 0.59814)
O (1.83678, -0.24387, 0.01093)
H (1.38347, -0.08397, -0.86460)
H (2.45586, 0.49052, -0.05027)

HOMO level	-9.967	eV
net charge	0
structure (SMILES)	[H]/N=N\[H].O
gap between HOMO and LUMO	10.354	eV

Charges in e, computed with Löwdin, in the same order as the atoms:
1. H 0.032
2. N 0.000
3. N -0.022
4. H 0.031
5. O -0.107
6. H 0.043
7. H 0.023



Looking at the structures above, a) is most stable, and the difference to the next one is 0.0058 hartree.